1.
Here is one molecule with the formula CHNO2S from OMol25. Energies are from ωB97M-V with the def2-TZVPD basis set.

Computed properties:
- energy relative to the best compared isomer or geometry (same formula, charge and spin) (kcal/mol) = 73.35
- gap between HOMO and LUMO (spin up / spin down) (eV) = 8.74 / 7.24
- HOMO (spin up / spin down) (eV) = -10.549 / -8.894
- multiplicity = 1
- total charge = 0

CARTESIAN COORDINATES (ANGSTROEM)
C: 0.45 -0.50 0.02
N: 0.00 -1.70 0.17
O: -1.10 -2.19 -0.02
O: 3.09 -0.86 -0.22
S: 2.07 0.11 0.16
H: -0.23 0.35 0.00

The Mulliken scheme yields these atomic charges, measured in e:
1. C -0.09
2. N 0.14
3. O -0.33
4. O -0.41
5. S 0.34
6. H 0.35


2.
Here is C6H10O as an isolated structure from OMol25. Energies are from ωB97M-V with the def2-TZVPD basis set.

Computed properties:
- energy relative to the best compared isomer or geometry (same formula, charge and spin) (kcal/mol) = 117.68
- gap between HOMO and LUMO (eV) = 10.08
- HOMO (eV) = -9.270
- multiplicity = 1
- total charge = 0

CARTESIAN COORDINATES (ANGSTROEM)
C: 1.79 -0.61 0.04
C: 0.84 0.51 0.19
C: -0.13 1.28 -0.80
C: -1.40 0.97 0.03
O: -2.19 -0.04 -0.56
C: -1.24 -1.04 -0.13
C: -0.41 -0.09 0.77
H: 1.54 -1.34 -0.74
H: 1.32 -1.24 1.23
H: 2.86 -0.38 0.05
H: 1.29 1.27 0.87
H: 0.14 2.33 -0.84
H: -0.18 0.83 -1.80
H: -1.99 1.80 0.44
H: -0.72 -1.52 -0.97
H: -1.73 -1.79 0.49
H: 0.20 -0.93 1.73

Atomic partial charges in e from the Mulliken method, atoms 1 to 6:
1. C -0.92
2. C 0.11
3. C -0.88
4. C 0.04
5. O -0.45
6. C -0.51


3.
Here is an isolated ion of composition CH2NO3P and charge -2 from OMol25. Energies are from ωB97M-V with the def2-TZVPD basis set.

Computed properties:
- energy relative to the best compared isomer or geometry (same formula, charge and spin) (kcal/mol) = 23.27
- gap between HOMO and LUMO (eV) = 6.61
- SMILES string = [H]/N=C/P(=O)([O-])[O-]
- HOMO (eV) = 0.858
- multiplicity = 1
- total charge = -2

CARTESIAN COORDINATES (ANGSTROEM)
H: -2.50 0.77 0.32
N: -1.48 1.03 0.19
C: -0.71 0.02 0.06
P: 1.26 -0.15 -0.16
O: 1.43 -0.78 -1.59
O: 1.81 1.25 0.02
O: 1.52 -1.12 1.01
H: -1.34 -1.03 0.15

Atomic partial charges in e from the Mulliken method, atoms 1 to 6:
1. H 0.19
2. N -0.70
3. C 0.00
4. P 0.78
5. O -0.84
6. O -0.79